Computed, not measured: a molecular structure, C31H46EuI2N8O2Si3 in a non-equilibrium geometry, with wB97M-V/def2-TZVPD.

Properties
ΔE to the lowest compared entry with this formula, charge and spin: 12.6 kcal/mol
spin multiplicity: 7
LUMO (spin up / spin down): -3.54 / -3.12 eV
⟨S²⟩: 12.01
net charge: +1
Kohn-Sham gap (spin up / spin down): 6.40 / 6.83 eV
highest occupied orbital energy (spin up / spin down): -9.94 / -9.95 eV

```
93
C31H46EuI2N8O2Si3, DFT wB97M-V/def2-TZVPD
Eu -0.247 -0.239 0.230
I -1.339 -8.238 -0.360
I 1.996 -3.962 -2.695
Si 1.258 2.360 2.033
Si 3.495 1.456 0.128
Si 2.295 -0.564 2.152
O 0.665 -1.251 2.237
O 0.116 -2.210 -0.619
N -2.904 2.898 -2.147
N -1.889 1.836 -0.279
N -2.270 -0.712 -1.760
N -2.890 2.025 1.815
N 0.152 1.062 -1.889
N -2.339 -1.673 1.062
N -5.097 3.531 -1.960
N -3.982 2.920 -0.013
C -0.446 2.628 -3.582
C 0.633 2.235 -4.381
C 0.054 -5.765 -1.443
C -2.956 -1.670 -3.848
C -0.690 1.990 -2.368
C 1.975 0.917 1.073
C -2.313 -3.156 1.031
C -1.942 2.263 -1.537
C 2.433 3.374 3.080
C -3.263 -1.385 -1.175
C -3.984 3.122 -1.367
C -4.143 -2.175 -1.860
C 1.471 1.237 -3.892
C 5.013 1.661 1.184
C -0.317 -3.437 -0.709
C 2.744 -0.359 3.947
C -1.009 -6.200 -0.664
C -3.993 -2.337 -3.224
C 0.330 -4.414 -1.509
C -0.027 1.717 3.253
C -3.495 -1.189 0.293
C 4.190 0.224 -1.184
C -1.742 -5.275 0.028
C 3.507 -1.787 1.448
C 1.163 0.675 -2.650
C 0.569 -2.517 2.817
C -1.423 -3.930 0.031
C -2.920 2.292 0.459
C -2.094 -0.882 -3.085
C 3.038 3.090 -0.662
C 0.338 3.681 0.986
H 2.855 3.875 0.094
H 5.926 1.746 0.593
H 0.655 -6.456 -2.016
H -1.152 3.384 -3.936
H 1.188 -2.595 3.726
H 4.213 0.662 -2.163
H -1.996 2.215 2.266
H -4.637 -3.010 -3.743
H -2.688 -1.715 -4.886
H 4.967 2.497 1.844
H -0.607 2.552 3.644
H 2.342 0.842 -4.421
H 3.577 -0.693 -1.242
H -3.518 -0.132 0.507
H 1.802 -0.122 -2.246
H 2.077 3.009 -1.221
H -3.340 -3.528 0.801
H 3.021 -1.305 4.424
H -0.698 0.962 2.792
H -2.437 -1.397 2.044
H -5.887 3.843 -1.407
H 0.133 3.321 -0.029
H 0.843 2.757 -5.317
H -4.960 -2.686 -1.367
H 3.003 2.790 3.776
H 3.072 -2.283 0.584
H -2.081 -3.494 2.020
H -1.335 -0.272 -3.554
H -3.727 2.314 2.342
H -0.641 3.814 1.408
H 1.950 0.062 4.533
H 3.781 -2.534 2.174
H -2.624 -5.557 0.615
H 3.576 0.329 4.100
H -5.106 3.754 -2.926
H -4.429 -1.658 0.596
H 5.197 -0.054 -0.894
H 3.142 4.001 2.547
H 3.738 3.481 -1.330
H -0.476 -2.701 3.073
H 1.796 4.023 3.680
H 4.397 -1.274 1.083
H 0.429 1.206 4.128
H 0.904 -3.294 2.120
H 0.852 4.626 0.920
H 5.184 0.832 1.840
```


Computed, not measured: a molecular structure, C31H46GeN4O2Si3V, with wB97M-V/def2-TZVPD.

Properties
ΔE to the lowest compared entry with this formula, charge and spin: 31.1 kcal/mol
spin multiplicity: 4
LUMO (spin up / spin down): -6.75 / -7.06 eV
⟨S²⟩: 3.89
net charge: +2
Kohn-Sham gap (spin up / spin down): 5.78 / 5.83 eV
highest occupied orbital energy (spin up / spin down): -12.53 / -12.89 eV

```
88
C31H46GeN4O2Si3V, DFT wB97M-V/def2-TZVPD
Ge 0.250 1.238 -0.545
V 1.391 -1.057 -0.039
Si 0.913 2.699 1.593
Si 2.484 1.731 -1.465
Si -2.186 1.481 0.008
O 1.511 -2.173 -1.773
O 1.553 -0.814 1.799
N 0.040 -2.490 0.348
N -0.538 -2.776 1.452
N -0.451 1.561 -2.766
N -0.731 -0.676 -3.306
C 1.254 -0.958 4.111
C -1.336 2.355 -5.258
C -1.194 -5.340 -1.722
C -2.575 0.240 1.336
C -0.835 0.650 -3.659
C -0.951 3.311 -4.318
C 3.672 0.548 -0.554
C 0.869 -1.297 2.801
C -0.516 2.866 -3.098
C -0.233 -2.185 2.611
C 0.522 -4.124 -2.895
C -2.157 -3.409 3.631
C -2.576 3.229 0.467
C 2.675 2.399 2.110
C -2.466 -3.406 6.028
C 0.660 4.493 1.197
C 3.085 3.476 -1.302
C 0.584 -3.235 -1.845
C -1.279 1.023 -4.932
C -0.381 -5.176 -2.835
C -1.102 -4.456 -0.660
C -0.221 -3.383 -0.721
C -1.015 -2.612 3.767
C 0.552 -1.397 5.189
C 2.556 1.326 -3.279
C -0.222 2.124 2.948
C -3.219 1.068 -1.476
C -1.351 -2.622 6.179
C 2.473 -2.106 -2.845
C -0.614 -2.211 5.055
C -2.868 -3.798 4.743
H 3.328 -0.165 0.209
H 4.366 1.160 0.025
H 3.144 -1.285 -2.619
H 3.943 3.575 -1.973
H -1.023 -2.310 7.162
H 2.743 2.833 3.114
H 1.958 -1.912 -3.785
H -0.435 1.061 2.906
H 3.591 1.090 -3.541
H 0.295 2.317 3.893
H -0.993 4.367 -4.537
H 3.403 3.749 -0.300
H -3.091 1.762 -2.303
H -3.749 -4.413 4.624
H 3.418 2.903 1.498
H -3.082 0.048 -1.831
H -0.372 4.731 0.950
H 0.919 5.066 2.095
H -2.290 3.495 1.481
H -0.210 3.566 -2.329
H -1.882 -6.171 -1.672
H -2.479 -3.712 2.646
H -1.895 -0.609 1.317
H 1.159 -4.019 -3.761
H -3.033 -3.723 6.892
H 2.916 1.342 2.194
H 4.280 -0.003 -1.274
H -1.686 2.657 -6.235
H -2.564 0.671 2.333
H -2.137 3.948 -0.227
H 1.311 4.840 0.397
H 2.268 2.202 -3.862
H -4.256 1.150 -1.133
H -0.432 -5.875 -3.657
H -1.580 0.259 -5.636
H 3.032 -3.040 -2.895
H -0.785 -0.863 -2.313
H 2.129 -0.331 4.223
H -1.698 -4.590 0.230
H 1.917 0.503 -3.585
H 0.871 -1.121 6.187
H -1.269 -1.321 -3.866
H -1.162 2.671 2.970
H -3.583 -0.141 1.154
H -3.663 3.329 0.389
H 2.331 4.191 -1.634
```